{
  "formula": "C7H13NO",
  "method": "ωB97M-V/def2-TZVPD",
  "e_tot_ha": -404.25779,
  "de_lowest_ev": 7.338,
  "homo_lumo_gap_ev": [7.13, 7.13],
  "multiplicity": 1,
  "e_lumo_ev": [-1.110, -1.109],
  "total_charge": 0,
  "symbols": ["C", "C", "C", "C", "N", "H", "H", "H", "H", "H", "H", "H", "H", "H", "C", "O", "C", "C", "H", "H", "H", "H"],
  "coordinates": [[1.252304, -0.475677, -0.930760], [1.132884, -1.784434, -0.241141], [0.208102, 0.013949, -1.783535], [1.322132, 0.724756, 1.075571], [2.232435, 1.596688, 1.221312], [2.248213, -0.065810, -1.040849], [2.196872, 2.295012, 0.471608], [1.266079, -0.072979, 1.823161], [1.886651, -1.932105, 0.530462], [0.558094, 0.606004, -2.628220], [-0.520132, -0.747187, -2.066169], [0.133284, -1.914788, 0.179772], [1.270650, -2.571339, -0.995311], [-0.420029, 0.751288, -1.129597], [-1.894699, 1.259937, 0.896675], [-0.889156, 1.716603, 0.036509], [-2.325553, -0.128451, 0.655198], [-2.641846, -1.270918, 0.449931], [0.306074, 1.034017, 0.462603], [-1.591286, 1.328765, 1.955192], [-2.776596, 1.907092, 0.786417], [-2.954477, -2.270422, 0.271172]],
  "forces_ev_per_a": [[-0.318, 0.135, -0.075], [-0.007, 0.006, 0.109], [0.238, -0.184, -0.073], [0.033, 0.029, 0.032], [0.049, -0.131, -0.094], [-0.010, 0.031, 0.036], [-0.094, -0.044, 0.066], [0.061, -0.004, 0.037], [-0.017, 0.040, -0.040], [0.015, -0.012, 0.064], [0.023, 0.003, 0.068], [0.010, 0.034, -0.042], [0.002, 0.111, -0.003], [-0.068, 0.136, 0.285], [0.139, 0.360, -0.098], [-0.062, -0.285, 0.025], [0.029, -0.325, -0.111], [0.047, 0.238, 0.038], [-0.099, -0.019, -0.195], [0.001, -0.016, -0.067], [0.042, -0.075, 0.040], [-0.013, -0.027, 0.000]],
  "nbo_charge": [0.185, -0.710, -0.790, -0.144, -0.567, 0.213, 0.329, 0.154, 0.236, 0.244, 0.247, 0.256, 0.256, 0.392, -0.145, -0.783, 0.005, -0.308, 0.317, 0.178, 0.200, 0.235]
}